Here is a molecular structure, C28H48N8O24S4 in a non-equilibrium geometry from OMol25. Energies are from wB97M-V/def2-TZVPD.

Geometry as XYZ:
```
112
Properties=species:S:1:pos:R:3:mulliken_charge:R:1
C -6.81 12.79 -9.78 0.39
N -6.44 11.57 -9.03 1.31
O -6.76 10.48 -9.48 -0.65
O -5.92 11.74 -7.95 -0.66
H -7.37 13.49 -9.17 0.47
H -7.40 12.51 -10.64 -0.75
H -5.89 13.24 -10.15 -0.15
C -7.95 10.99 -13.92 -0.30
N -6.46 11.21 -13.94 0.99
O -5.95 11.58 -14.98 -0.57
O -5.91 11.20 -12.85 -0.56
H -8.10 10.10 -13.33 0.30
H -8.25 10.91 -14.96 0.37
H -8.34 11.91 -13.49 -0.19
C -12.12 15.53 -14.58 -0.36
N -12.17 15.77 -13.11 0.97
O -11.92 14.84 -12.36 -0.50
O -12.40 16.90 -12.75 -0.53
H -11.25 16.08 -14.93 0.04
H -13.03 15.90 -15.03 0.33
H -11.96 14.48 -14.79 0.07
C -5.16 18.94 -11.89 -0.06
N -3.86 19.60 -11.55 1.09
O -2.99 19.61 -12.39 -0.62
O -3.78 20.13 -10.46 -0.60
H -5.90 19.33 -11.20 0.07
H -5.03 17.87 -11.80 -0.01
H -5.38 19.20 -12.92 0.16
C -12.08 9.57 -15.69 -0.32
C -11.10 9.19 -16.82 -0.30
O -10.16 10.26 -16.85 -0.38
S -10.88 11.61 -16.43 0.97
O -11.68 12.09 -17.50 -0.60
O -9.93 12.47 -15.86 -0.09
O -11.80 10.92 -15.34 -0.33
H -11.90 8.95 -14.81 0.28
H -13.13 9.46 -15.98 0.25
H -11.56 9.09 -17.80 0.28
H -10.56 8.28 -16.59 0.30
C -10.15 12.32 -11.06 0.36
C -9.76 10.87 -10.89 0.05
O -10.34 10.46 -9.63 -0.44
S -10.52 11.73 -8.65 1.00
O -9.51 11.69 -7.67 -0.52
O -11.86 11.84 -8.24 -0.58
O -10.15 12.82 -9.73 -0.17
H -11.13 12.46 -11.54 0.43
H -9.46 12.93 -11.64 -0.65
H -8.69 10.71 -10.78 0.25
H -10.21 10.25 -11.66 0.31
C -8.98 20.11 -9.14 -0.44
C -8.36 18.87 -8.42 -0.28
O -8.75 17.73 -9.17 -0.30
S -9.08 18.22 -10.66 0.98
O -10.03 17.37 -11.24 -0.50
O -7.86 18.50 -11.34 -0.39
O -9.78 19.55 -10.19 -0.41
H -8.19 20.73 -9.58 0.29
H -9.63 20.68 -8.49 0.32
H -8.77 18.74 -7.42 0.44
H -7.28 18.98 -8.31 0.14
C -6.31 14.48 -17.51 0.48
C -5.56 15.47 -18.39 -0.52
O -4.46 15.91 -17.59 -0.32
S -4.04 14.81 -16.51 0.96
O -4.12 15.40 -15.23 -0.35
O -2.87 14.14 -16.92 -0.64
O -5.27 13.84 -16.75 -0.29
H -6.88 13.74 -18.04 0.37
H -6.98 15.02 -16.83 -0.39
H -6.13 16.34 -18.69 0.34
H -5.17 14.91 -19.24 0.33
N -7.27 17.23 -15.43 0.73
C -6.39 18.15 -15.89 -0.71
C -6.99 18.85 -16.92 -0.94
C -8.29 18.30 -17.07 -0.84
C -8.44 17.29 -16.14 -0.10
H -7.05 16.60 -14.67 0.02
H -5.42 18.24 -15.42 0.56
H -6.57 19.61 -17.54 0.42
H -9.02 18.53 -17.84 0.43
H -9.28 16.68 -15.86 0.13
N -6.56 14.71 -13.45 1.29
C -6.24 15.30 -12.26 -0.18
C -7.42 15.77 -11.72 -0.04
C -8.47 15.43 -12.62 -0.42
C -7.92 14.69 -13.64 -1.36
H -5.86 14.30 -14.04 -0.01
H -5.26 15.22 -11.82 -0.36
H -7.62 16.21 -10.76 0.78
H -9.51 15.66 -12.43 -0.04
H -8.40 14.20 -14.47 0.62
N -5.27 15.42 -5.94 0.06
C -5.67 15.10 -7.20 -0.83
C -5.30 16.10 -8.05 -0.02
C -4.47 16.98 -7.28 -1.04
C -4.48 16.55 -5.98 -0.64
H -5.44 14.86 -5.13 0.22
H -6.23 14.21 -7.41 0.44
H -5.46 16.24 -9.11 0.92
H -3.98 17.85 -7.70 0.45
H -4.11 16.99 -5.08 0.41
N -2.27 15.39 -12.10 0.09
C -2.75 14.13 -12.28 -0.70
C -3.25 13.69 -11.07 -0.55
C -3.00 14.72 -10.12 -0.25
C -2.38 15.75 -10.78 -1.09
H -1.87 15.97 -12.82 0.24
H -2.71 13.69 -13.26 0.56
H -3.61 12.68 -10.90 0.59
H -3.20 14.74 -9.06 0.67
H -2.00 16.67 -10.37 0.52
```

Its HOMO energy is -0.2987 Eh.